No. 1
Molecular formula: C53H65BrHfN7O4P2
Method: DFT, ωB97M-V with the def2-TZVPD basis set

The geometry in XYZ format:
```
133
Properties=species:S:1:pos:R:3
Hf 0.3503 -0.6198 -0.1594
O 4.4744 2.6180 -1.7377
C 5.1391 1.7409 -0.9062
C 6.4993 1.8374 -0.6623
C 7.1004 0.9313 0.1981
C 6.3492 -0.0624 0.8077
C 4.9899 -0.1539 0.5584
C 4.3752 0.7450 -0.2979
C 2.9054 0.6872 -0.6193
O 2.2896 -0.4727 -0.1688
N 2.2234 1.8072 0.0104
N 0.8731 1.7924 -0.1520
C 0.2957 2.9384 -0.2415
C -1.1190 3.1587 -0.1228
Br -2.0795 1.7325 0.7181
C -1.7540 4.3276 -0.3275
C -1.2062 5.5624 -0.8554
C -1.7596 6.7627 -0.3894
C -1.2582 7.9772 -0.8156
C -0.2172 8.0175 -1.7343
C 0.3171 6.8359 -2.2307
C -0.1721 5.6168 -1.7961
H 5.1028 3.2676 -2.0751
H 7.0849 2.6160 -1.1377
H 8.1622 1.0043 0.3886
H 6.8242 -0.7698 1.4734
H 4.3944 -0.9352 1.0156
H 2.7870 0.7464 -1.7100
H 2.6587 2.7097 -0.1647
H 0.9025 3.8409 -0.3126
H -2.7897 4.3864 -0.0078
H -2.5758 6.7361 0.3218
H -1.6849 8.8963 -0.4385
H 0.1644 8.9696 -2.0766
H 1.1083 6.8710 -2.9675
H 0.2196 4.7006 -2.2176
N -0.3923 -1.8600 2.7675
P 0.7366 -0.5873 2.6239
C 0.4496 0.6080 3.9453
C 0.1298 1.9277 3.6468
C -0.1388 2.8258 4.6696
C -0.0915 2.4045 5.9897
C 0.2436 1.0901 6.2946
C 0.5208 0.1956 5.2773
C 2.3164 -1.3540 3.0429
C 3.2951 -0.6266 3.7183
C 4.5343 -1.1976 3.9613
C 4.8080 -2.4849 3.5216
C 3.8423 -3.2039 2.8306
C 2.5982 -2.6419 2.5878
P -1.8311 -1.5743 1.8917
C -2.9820 -0.7618 3.0517
C -2.7996 -0.7617 4.4310
C -3.7256 -0.1438 5.2571
C -4.8459 0.4702 4.7147
C -5.0410 0.4680 3.3415
C -4.1091 -0.1405 2.5176
C -2.5924 -3.2132 1.7177
C -2.0973 -4.3715 2.3040
C -2.7417 -5.5853 2.1049
C -3.8859 -5.6511 1.3246
C -4.3947 -4.4955 0.7463
C -3.7485 -3.2867 0.9407
H -0.4192 -2.3822 3.6407
H 0.1054 2.2572 2.6150
H -0.3801 3.8543 4.4370
H -0.3028 3.1032 6.7879
H 0.3007 0.7702 7.3262
H 0.8064 -0.8228 5.5200
H 3.0896 0.3773 4.0693
H 5.2856 -0.6364 4.5003
H 5.7730 -2.9313 3.7209
H 4.0556 -4.2088 2.4903
H 1.8464 -3.2003 2.0488
H -1.9328 -1.2344 4.8760
H -3.5744 -0.1468 6.3281
H -5.5678 0.9487 5.3622
H -5.9150 0.9427 2.9158
H -4.2693 -0.1358 1.4421
H -1.2036 -4.3465 2.9149
H -2.3521 -6.4812 2.5695
H -4.3908 -6.5964 1.1804
H -5.3038 -4.5413 0.1601
H -4.1636 -2.3795 0.5088
N -4.9966 -1.0493 -3.4550
C -4.9604 0.2505 -2.7012
C -3.5050 0.6225 -2.4225
N -2.7666 -0.4169 -1.7240
C -2.8477 -1.6931 -2.4157
C -4.2767 -2.1416 -2.7137
H -4.5602 -0.9193 -4.3716
H -5.9643 -1.3259 -3.6337
H -5.5166 0.0902 -1.7772
H -5.4724 1.0038 -3.2978
H -3.4837 1.5447 -1.8429
H -3.0002 0.8288 -3.3718
H -3.0895 -0.5077 -0.7647
H -2.3645 -2.4586 -1.8100
H -2.2788 -1.6185 -3.3493
H -4.8390 -2.3132 -1.7954
H -4.3060 -3.0452 -3.3206
C 0.7846 -4.6490 -0.0799
C -0.2668 -3.8385 -0.8162
C -0.1954 -4.0870 -2.3262
O -0.1185 -2.4511 -0.5233
H 0.6666 -5.7095 -0.3010
H 0.6834 -4.5113 0.9951
H 1.7855 -4.3439 -0.3908
H -1.2572 -4.1253 -0.4445
H 0.8104 -4.3677 -2.6389
H -0.4849 -3.1934 -2.8813
H -0.8628 -4.9017 -2.6061
C 2.5229 -2.0047 -2.8862
N 2.1379 -0.8213 -3.6311
C 3.0509 -0.5193 -4.7424
C 2.8862 0.9046 -5.2186
C 1.4063 1.1459 -5.4292
N 0.6969 0.9027 -4.1701
C -0.2610 1.9163 -3.7654
C 1.0932 -0.0583 -3.3120
O 0.4074 -0.2135 -2.2349
H 3.4283 -1.8209 -2.3059
H 2.7131 -2.8069 -3.6014
H 1.7281 -2.3112 -2.2255
H 2.8570 -1.2270 -5.5530
H 4.0646 -0.6983 -4.3817
H 3.4414 1.0525 -6.1433
H 3.2748 1.6031 -4.4736
H 1.0123 0.4896 -6.2097
H 1.2082 2.1736 -5.7273
H 0.2549 2.8543 -3.5523
H -0.7956 1.5917 -2.8793
H -0.9649 2.0956 -4.5789
```

Computed properties:
* HOMO-LUMO gap: 7.42 eV
* net charge: +3
* E_HOMO: -14.40 eV
* energy above the lowest of the compared OMol25 structures with the same formula, charge and spin: 6.6 kcal/mol

***

No. 2
Molecular formula: C53H66Br2Cl2N5O2RbS
Method: DFT, ωB97M-V with the def2-TZVPD basis set

The geometry in XYZ format:
```
132
Properties=species:S:1:pos:R:3
Rb -0.4323 -0.2319 0.8421
C 4.2415 -5.5261 0.9291
C 3.8334 -4.4050 1.8876
C 2.4388 -3.9214 1.6511
C 1.3161 -4.2203 2.3490
C 1.1535 -5.1267 3.5253
C 0.6168 -6.5086 3.1429
C 0.2185 -3.5194 1.6693
N 0.7103 -2.7806 0.6424
C 2.0303 -2.9798 0.5852
C 2.8898 -2.3140 -0.2910
C 2.5687 -1.3193 -1.2422
C 3.5636 -0.7161 -2.1388
C 5.0117 -1.0889 -2.2133
C 5.2503 -2.3806 -2.9993
C 2.8965 0.1956 -2.8902
C 1.5002 0.1434 -2.4500
C 0.4827 0.9166 -3.0055
C -0.9012 0.8662 -2.7241
N -1.4414 0.0092 -1.8474
C -2.7629 0.2761 -1.7629
C -3.5477 -0.4847 -0.8703
C -3.0356 -1.7256 -0.4767
N -2.9156 -2.1402 0.8350
C -1.9644 -3.1006 0.7957
C -1.1556 -3.5380 1.8931
C -1.6374 -3.4786 -0.5738
C -2.2942 -2.6015 -1.3727
C -2.3488 -2.5769 -2.8750
C -0.9788 -2.6020 -3.5545
C -0.8033 -4.6603 -0.9765
C -1.5730 -5.7005 -1.7924
C -3.0993 1.3970 -2.6155
C -1.9365 1.7456 -3.2551
C -1.7421 2.7825 -4.3180
C -1.7116 2.1820 -5.7258
C -4.4705 1.9705 -2.7742
C -5.3766 1.1317 -3.6787
N 1.3600 -0.7698 -1.4463
C 3.4552 1.1246 -3.9233
C 3.7066 2.5297 -3.3692
H 5.2767 -5.8388 1.0929
H 4.1416 -5.1970 -0.1070
H 3.5948 -6.3970 1.0580
H 4.5267 -3.5657 1.7786
H 3.9352 -4.7452 2.9221
H 0.4723 -4.6599 4.2445
H 2.1116 -5.2381 4.0423
H -0.3444 -6.4177 2.6347
H 0.4858 -7.1453 4.0225
H 1.3046 -7.0087 2.4569
H 3.9424 -2.5703 -0.2148
H 5.4144 -1.2043 -1.2025
H 5.5798 -0.2721 -2.6695
H 4.6938 -3.2054 -2.5511
H 6.3101 -2.6508 -3.0218
H 4.8995 -2.2720 -4.0281
H 0.7934 1.6363 -3.7595
H -4.3873 -0.0277 -0.3535
H -1.5665 -3.7536 2.8748
H -2.8885 -1.6846 -3.1907
H -2.9515 -3.4251 -3.2278
H -0.3006 -1.9064 -3.0590
H -1.0671 -2.3204 -4.6082
H -0.5262 -3.5956 -3.5185
H -0.4145 -5.1413 -0.0771
H 0.0771 -4.3170 -1.5263
H -2.4400 -6.0633 -1.2341
H -0.9373 -6.5586 -2.0313
H -1.9408 -5.2888 -2.7333
H -0.8057 3.3235 -4.1449
H -2.5408 3.5304 -4.2589
H -0.9253 1.4286 -5.7987
H -1.5332 2.9451 -6.4890
H -2.6584 1.6853 -5.9481
H -4.4087 2.9918 -3.1670
H -4.9362 2.0505 -1.7849
H -4.9546 1.0615 -4.6839
H -6.3802 1.5606 -3.7543
H -5.4623 0.1164 -3.2887
H 2.7701 1.1884 -4.7742
H 4.3905 0.7178 -4.3202
H 2.7825 2.9551 -2.9733
H 4.0972 3.2053 -4.1361
H 4.4224 2.4915 -2.5456
C 1.1458 5.1134 2.5226
C 1.6598 4.2373 3.6342
C 2.2900 4.8191 4.7566
C 2.7642 4.0119 5.7469
C 2.6285 2.6079 5.6412
C 3.0936 1.6922 6.6111
Br 3.9600 2.3020 8.2026
C 2.9263 0.3418 6.4269
C 2.3071 -0.1520 5.2895
Br 2.1111 -2.0289 5.1045
C 1.7938 0.6600 4.2349
O 1.2340 0.2203 3.2201
C 1.9831 2.1120 4.4770
N 1.5132 2.9412 3.5148
H 1.9510 5.7128 2.0883
H 0.3814 5.8099 2.8818
H 0.7178 4.4894 1.7409
H 2.3955 5.8967 4.8187
H 3.2529 4.4306 6.6172
H 3.2806 -0.3537 7.1767
Cl -1.9345 0.4693 3.5735
C -3.1539 -0.7962 3.7191
Cl -4.7217 -0.1580 4.3141
H -2.8026 -1.5176 4.4463
H -3.3080 -1.2284 2.7287
C 0.3379 4.6942 -1.2250
C -0.9827 5.2880 -0.7461
C -2.0582 4.2209 -0.5592
S -1.6758 3.1994 0.8835
O -2.3404 1.8777 0.6798
C -2.6246 4.0827 2.1674
C -4.0200 3.5037 2.3564
C -4.9629 3.7493 1.1874
H 1.1228 5.4510 -1.2767
H 0.2228 4.2475 -2.2139
H 0.6859 3.9015 -0.5598
H -1.3475 6.0255 -1.4671
H -0.8295 5.8373 0.1904
H -2.0444 3.4922 -1.3762
H -3.0654 4.6306 -0.4799
H -2.6412 5.1393 1.8810
H -2.0393 3.9907 3.0835
H -4.4293 3.9194 3.2816
H -3.9209 2.4290 2.5152
H -5.0207 4.8112 0.9259
H -5.9723 3.4087 1.4250
H -4.6314 3.1962 0.3077
```

Computed properties:
* HOMO-LUMO gap: 4.52 eV
* net charge: -2
* E_HOMO: -1.09 eV
* energy above the lowest of the compared OMol25 structures with the same formula, charge and spin: 33.6 kcal/mol

***

No. 3
Molecular formula: C53H68BHfI2N7OS3Te
Method: DFT, ωB97M-V with the def2-TZVPD basis set

The geometry in XYZ format:
```
137
Properties=species:S:1:pos:R:3
Hf 1.3046 -0.1792 -0.5409
C -1.4843 4.4416 0.0597
C -0.6923 3.7786 1.1406
C -0.3412 4.4063 2.3048
C 0.4401 3.7484 3.2860
N 0.8092 2.5031 3.1139
N 0.4360 1.8813 1.9946
B 0.6854 0.3726 1.9952
N -0.5851 -0.3804 2.3548
N -1.4088 0.2336 3.2044
C -2.4213 -0.4490 3.6766
C -2.6220 -1.7981 3.2886
C -1.7921 -2.4140 2.3926
C -1.9685 -3.8283 1.9424
C -0.7273 -1.6225 1.9016
S 0.4307 -2.1887 0.7360
C -3.3585 0.2462 4.6445
C -4.7530 0.3106 4.0035
C -3.4182 -0.5688 5.9449
C -2.8685 1.6604 4.9537
N 1.8588 -0.0274 2.8753
N 1.5201 -0.3996 4.1137
C 2.4781 -0.6229 4.9767
C 3.8353 -0.4740 4.5989
C 4.1817 -0.1128 3.3273
C 5.5986 0.0409 2.8770
C 3.1055 0.1030 2.4322
S 3.3679 0.5404 0.7681
C 2.0908 -1.0369 6.3826
C 0.5718 -1.0609 6.5436
C 2.6622 -2.4369 6.6523
C 2.6928 -0.0271 7.3718
C -0.2478 2.4439 1.0015
S -0.5665 1.5038 -0.4381
C 0.8707 4.4498 4.5585
C -0.3765 4.9992 5.2663
C 1.5999 3.4840 5.4913
C 1.8061 5.6054 4.1704
H -1.7332 5.4635 0.3355
H -2.4097 3.8956 -0.1298
H -0.9182 4.4544 -0.8737
H -0.6538 5.4282 2.4774
H -3.4603 -2.3446 3.7010
H -2.8983 -4.2430 2.3238
H -1.1418 -4.4451 2.3002
H -1.9683 -3.8935 0.8539
H -5.1440 -0.6815 3.7730
H -4.7366 0.8986 3.0840
H -5.4487 0.7838 4.6961
H -3.8415 -1.5623 5.7926
H -4.0558 -0.0533 6.6627
H -2.4276 -0.6776 6.3896
H -2.8255 2.2750 4.0530
H -1.8742 1.6460 5.4041
H -3.5579 2.1294 5.6553
H 4.6107 -0.6625 5.3298
H 6.2883 -0.2195 3.6759
H 5.7926 1.0711 2.5730
H 5.8011 -0.5965 2.0155
H 0.1104 -1.7829 5.8678
H 0.1366 -0.0798 6.3447
H 0.3284 -1.3464 7.5668
H 2.2521 -3.1715 5.9572
H 2.4007 -2.7451 7.6642
H 3.7501 -2.4587 6.5751
H 2.3255 0.9824 7.1794
H 3.7828 -0.0112 7.3353
H 2.4070 -0.3040 8.3862
H -1.0893 4.2029 5.4889
H -0.8839 5.7651 4.6786
H -0.0810 5.4597 6.2086
H 0.9588 2.6448 5.7678
H 1.8857 4.0140 6.3996
H 2.5039 3.0852 5.0289
H 1.3158 6.3231 3.5102
H 2.7049 5.2348 3.6743
H 2.1117 6.1430 5.0676
I 2.9428 1.5461 -2.6001
C 3.8816 3.1187 -1.4852
I 2.5737 4.3166 -0.3549
H 4.3751 3.7297 -2.2319
H 4.5934 2.6371 -0.8259
C -5.3212 -3.4604 -6.4608
C -4.1684 -2.7399 -5.8288
C -2.8771 -2.8849 -6.3191
C -1.7915 -2.2051 -5.7788
C -0.4267 -2.4962 -6.3358
C -2.0479 -1.3342 -4.7125
Te -0.6597 0.0400 -3.9470
N 0.3251 -0.8785 -2.4650
C 1.0778 -1.9959 -2.4257
O 2.0894 -1.8898 -1.6359
C 0.7869 -3.2771 -3.0546
C -0.5313 -3.7174 -3.1779
C -0.7862 -4.9616 -3.7278
C 0.2677 -5.7526 -4.1681
C 1.5839 -5.3218 -4.0294
C 1.8485 -4.0946 -3.4521
C 0.5706 0.4009 -5.6427
C 1.8495 -0.0747 -5.9308
C 2.6405 -1.0220 -5.0726
C 2.4269 0.3216 -7.1333
C 1.7765 1.1478 -8.0379
C 2.4188 1.5533 -9.3308
C 0.5030 1.6039 -7.7084
C -0.1207 1.2581 -6.5212
C -1.5016 1.8045 -6.2429
C -3.3357 -1.1808 -4.1653
C -3.6231 -0.2786 -2.9896
C -4.3716 -1.9010 -4.7337
H -4.9906 -4.3377 -7.0132
H -5.8319 -2.7995 -7.1641
H -6.0520 -3.7694 -5.7149
H -2.6988 -3.5662 -7.1430
H -0.3862 -3.5329 -6.6663
H 0.3533 -2.3629 -5.5898
H -0.1974 -1.8635 -7.1956
H -1.3428 -3.1094 -2.8037
H -1.8043 -5.3183 -3.8088
H 0.0656 -6.7215 -4.6053
H 2.3979 -5.9532 -4.3577
H 2.8667 -3.7541 -3.3146
H 2.3323 -1.0126 -4.0321
H 3.6988 -0.7639 -5.1006
H 2.5503 -2.0460 -5.4417
H 3.4211 -0.0411 -7.3684
H 3.3663 1.0421 -9.4856
H 2.6053 2.6281 -9.3435
H 1.7643 1.3292 -10.1732
H -0.0221 2.2540 -8.3986
H -1.8275 2.4285 -7.0720
H -1.5231 2.4344 -5.3487
H -2.2505 1.0138 -6.1363
H -2.9277 -0.4458 -2.1599
H -4.6263 -0.4643 -2.6116
H -3.5729 0.7777 -3.2667
H -5.3680 -1.8040 -4.3189
```

Computed properties:
* multiplicity: 2
* HOMO-LUMO gap (alpha / beta): 7.13 / 6.54 eV
* net charge: +3
* E_HOMO (alpha / beta): -14.66 / -15.26 eV
* energy above the lowest of the compared OMol25 structures with the same formula, charge and spin: 0.0 kcal/mol

***

net charge of number 2 (C53H66Br2Cl2N5O2RbS)?
-2

***

The lowest net charge belongs to which entry?
C53H66Br2Cl2N5O2RbS

***

The highest energy above the lowest of the compared OMol25 structures with the same formula, charge and spin belongs to which entry?
C53H66Br2Cl2N5O2RbS